No. 1
{
  "formula": "C3H3NO2",
  "method": "ωB97M-V/def2-TZVPD",
  "lumo_energy_ev": 0.5394,
  "smiles": "O=C=C/C=N/O",
  "species": ["O", "C", "C", "C", "N", "O", "H", "H", "H"],
  "xyz": [[-2.5219, 0.2695, -3.3807], [-1.7338, 0.2989, -2.5269], [-0.6805, 0.2202, -1.6740], [-0.3440, -0.0903, -0.1829], [0.7421, 0.1139, 0.5674], [0.5553, -0.4687, 1.8059], [-0.0503, 0.9244, -2.1175], [-1.0768, -0.5304, 0.3982], [1.3068, -0.0627, 2.4237]],
  "forces_ev_per_angstrom": [[0.64, 0.31, 0.74], [0.53, -1.46, 1.61], [-0.54, 0.25, 1.52], [1.84, 0.81, -0.13], [-1.80, 0.31, -3.62], [1.87, 1.17, 2.22], [1.75, 1.02, -0.69], [-1.96, -1.17, 0.64], [-2.34, -1.23, -2.29]]
}

---

No. 2
{
  "formula": "C30H31BrCrN4O7PS2",
  "method": "ωB97M-V/def2-TZVPD",
  "spin_multiplicity": 2,
  "lumo_energy_ev": [-1.1265, -1.0227],
  "species": ["Cr", "C", "C", "N", "C", "C", "C", "C", "C", "C", "C", "C", "C", "N", "C", "H", "H", "H", "H", "H", "H", "H", "H", "O", "S", "O", "O", "S", "O", "C", "O", "C", "C", "C", "C", "C", "C", "N", "O", "O", "H", "H", "H", "H", "Br", "C", "C", "C", "N", "C", "C", "H", "H", "H", "H", "C", "C", "P", "C", "C", "C", "C", "H", "H", "H", "H", "H", "H", "H", "H", "H", "H", "H", "H", "H", "H", "H"],
  "xyz": [[0.4791, -1.3005, 1.1389], [-3.7107, -2.0973, 1.8550], [-2.4770, -1.4479, 1.7846], [-1.3789, -2.0440, 1.3522], [-1.4699, -3.3397, 0.9723], [-2.6564, -4.0826, 1.0467], [-3.8065, -3.4177, 1.4994], [-2.6390, -5.4557, 0.6476], [-1.5096, -6.0295, 0.1781], [-0.2951, -5.2839, 0.0637], [0.9061, -5.8306, -0.4115], [2.0251, -5.0342, -0.4547], [1.9334, -3.7004, -0.0643], [0.8097, -3.1445, 0.3572], [-0.2865, -3.9341, 0.4492], [-4.5742, -1.5494, 2.2031], [-2.3795, -0.4150, 2.0828], [-4.7489, -3.9481, 1.5490], [-3.5527, -6.0289, 0.7396], [-1.4960, -7.0682, -0.1264], [0.9394, -6.8651, -0.7275], [2.9724, -5.4238, -0.7979], [2.8101, -3.0667, -0.0852], [1.2567, -0.7902, 4.8704], [0.3192, -1.1673, 3.8478], [0.9664, -2.1146, 2.8547], [-0.9630, -1.6703, 4.2692], [-0.0195, 0.4417, 2.6195], [-1.3297, -1.8620, -1.5820], [-1.1851, -0.7581, -1.0762], [-0.1162, -0.3762, -0.4322], [-2.3026, 0.2502, -1.1156], [-2.2724, 1.3352, -0.2410], [-3.3404, 2.2110, -0.1850], [-4.4300, 1.9920, -1.0152], [-4.4705, 0.9222, -1.8972], [-3.4023, 0.0452, -1.9401], [-5.5677, 2.9104, -0.9518], [-5.5260, 3.8078, -0.1315], [-6.4907, 2.7241, -1.7228], [-1.4056, 1.4700, 0.3912], [-3.3456, 3.0586, 0.4845], [-5.3388, 0.7930, -2.5262], [-3.4068, -0.8051, -2.6081], [6.8147, 0.6647, 0.3184], [5.0242, 0.1315, 0.5660], [4.2117, -0.0871, -0.5347], [2.9039, -0.4698, -0.3160], [2.3889, -0.6582, 0.9067], [3.1890, -0.4426, 1.9620], [4.5077, -0.0501, 1.8376], [4.5936, 0.0325, -1.5376], [2.2292, -0.6440, -1.1440], [2.7693, -0.6126, 2.9427], [5.1133, 0.1026, 2.7183], [2.2224, 3.1890, 1.4661], [1.2609, 3.6116, 0.3561], [1.2098, 2.3632, -1.0222], [2.8061, 2.7869, -1.9013], [2.9759, 4.1779, -2.5081], [-0.0284, 3.1460, -2.1918], [-0.3970, 4.6170, -2.0040], [2.2059, 3.9164, 2.2789], [3.2481, 3.1143, 1.0968], [1.9259, 2.2260, 1.8764], [1.5399, 4.5926, -0.0330], [0.2489, 3.6770, 0.7650], [2.9071, 2.0354, -2.6915], [3.6050, 2.6000, -1.1785], [2.2660, 4.3384, -3.3192], [3.9812, 4.2837, -2.9211], [2.8403, 4.9605, -1.7615], [-0.9377, 2.5504, -2.1072], [0.3621, 2.9716, -3.1986], [-0.7853, 4.7985, -1.0024], [-1.1801, 4.8906, -2.7138], [0.4535, 5.2763, -2.1690]],
  "forces_ev_per_angstrom": [[-0.55, 1.09, -0.77], [-0.16, -0.21, -0.01], [0.05, 0.02, -0.04], [-0.85, -0.53, -0.01], [-0.34, -0.04, 0.01], [0.28, 0.22, 0.01], [0.08, 0.12, 0.01], [0.08, -0.16, -0.07], [-0.17, -0.11, 0.01], [0.10, 0.29, 0.02], [0.04, 0.22, 0.06], [-0.08, -0.24, -0.14], [0.07, 0.25, 0.07], [0.11, -0.81, -0.07], [0.00, -0.32, -0.06], [0.02, 0.03, 0.01], [0.07, -0.01, 0.06], [-0.01, 0.00, 0.03], [-0.01, 0.00, -0.04], [-0.04, -0.01, 0.03], [0.02, -0.02, 0.01], [0.02, 0.03, 0.01], [-0.02, 0.01, -0.02], [0.10, -0.13, 0.05], [-0.22, 0.45, 1.01], [0.03, -0.27, 0.15], [0.05, -0.18, 0.16], [0.25, 0.02, -0.17], [-0.01, 0.34, -0.10], [0.10, -0.64, -0.31], [-0.13, -0.17, 0.25], [0.07, 0.08, 0.28], [-0.05, -0.12, -0.17], [-0.18, 0.20, 0.02], [0.52, -0.39, 0.01], [-0.22, 0.16, -0.04], [0.11, 0.00, 0.01], [-0.34, 0.30, 0.00], [0.03, -0.12, -0.10], [0.12, -0.02, 0.08], [0.00, 0.04, 0.03], [0.00, -0.01, 0.03], [0.01, -0.02, -0.02], [0.00, -0.03, 0.03], [-0.09, -0.02, 0.04], [-0.12, -0.05, -0.02], [0.19, -0.01, 0.01], [-0.16, -0.02, -0.07], [0.96, 0.17, -0.10], [0.01, -0.11, 0.05], [0.12, 0.10, -0.09], [-0.07, 0.03, -0.03], [-0.02, 0.05, 0.00], [-0.06, 0.03, 0.02], [-0.03, 0.02, 0.03], [-0.06, 0.07, -0.12], [0.13, -0.22, -0.14], [0.33, 0.72, -0.18], [-0.25, 0.10, 0.06], [0.08, -0.16, 0.05], [0.08, -0.12, 0.19], [0.00, -0.13, -0.11], [0.08, -0.01, 0.02], [0.02, 0.00, 0.04], [0.06, -0.07, 0.05], [-0.15, 0.06, 0.07], [0.00, 0.08, -0.03], [0.09, -0.04, 0.05], [0.03, -0.08, -0.03], [-0.01, 0.08, 0.01], [-0.01, 0.07, -0.02], [-0.01, 0.04, -0.04], [-0.01, -0.04, -0.09], [-0.05, -0.02, -0.02], [0.00, 0.06, 0.00], [0.01, 0.06, 0.00], [-0.02, 0.05, 0.05]]
}

---

No. 3
{
  "formula": "C2H6N2O2",
  "method": "ωB97M-V/def2-TZVPD",
  "lumo_energy_ev": 0.1593,
  "species": ["C", "C", "N", "N", "O", "O", "H", "H", "H", "H", "H", "H"],
  "xyz": [[0.2124, -0.3417, -0.5470], [-0.4906, 0.2138, 0.6437], [1.4097, 0.3108, -0.9814], [-1.7732, 0.1740, 0.3770], [0.0503, 1.1142, 1.4687], [0.4631, -1.7226, -0.3320], [-0.6495, 1.5119, 2.0108], [0.8751, -2.0321, -1.1500], [1.2317, 1.2886, -1.1858], [2.1338, 0.2853, -0.2646], [-2.3386, -0.5181, 0.8848], [-1.1241, -0.2841, -0.9242]],
  "forces_ev_per_angstrom": [[-0.61, -0.29, -0.57], [-0.95, 2.12, -0.88], [0.00, 0.21, -0.27], [-1.47, -1.82, 1.67], [0.36, -1.34, 0.27], [0.31, 0.10, 0.13], [-0.10, -0.08, -0.20], [-0.14, 0.03, 0.12], [0.00, -0.14, -0.14], [-0.10, -0.15, -0.04], [-0.27, 1.15, 0.42], [2.96, 0.21, -0.52]]
}

---

No. 4
{
  "formula": "C6H11NO",
  "method": "ωB97M-V/def2-TZVPD",
  "lumo_energy_ev": 0.9437,
  "smiles": "[H]/N=C/[C@]1(C)[C@H](C)[C@H]1O",
  "species": ["H", "N", "C", "C", "C", "C", "C", "C", "O", "H", "H", "H", "H", "H", "H", "H", "H", "H", "H"],
  "xyz": [[2.7507, -1.0036, 1.6988], [1.8987, -0.5569, 1.3038], [1.1673, -1.2373, 0.5132], [-0.1583, -0.6530, 0.0401], [-0.8775, -1.5543, -0.9156], [-0.3634, 0.8413, -0.3083], [0.7521, 1.8442, -0.3247], [-0.8749, 0.3268, 0.9707], [-2.2816, 0.1347, 1.1753], [1.2837, -2.1626, 0.0307], [-1.8040, -1.1399, -1.0241], [-1.1503, -2.4150, -0.3996], [-0.4082, -1.6063, -1.7956], [-0.9366, 0.8170, -1.2266], [1.5893, 1.3883, 0.4003], [0.4487, 2.7435, 0.0036], [1.2621, 2.0757, -1.1999], [-0.2430, 0.4567, 1.9134], [-2.3473, 0.7245, 1.8962]],
  "forces_ev_per_angstrom": [[-0.70, 0.04, -0.89], [0.41, -1.00, 0.62], [-1.43, 3.09, 0.33], [1.50, 0.33, 0.58], [-0.53, 1.15, 3.94], [1.49, 0.14, -0.80], [2.55, -4.05, 2.46], [0.04, -1.75, -0.15], [1.62, -0.34, -0.69], [1.07, -1.71, -0.12], [-2.61, 1.33, -0.90], [0.18, -2.32, 0.35], [1.84, -0.79, -3.33], [-0.80, 0.43, 0.45], [-1.73, 1.44, -1.37], [-1.20, 3.18, 1.69], [0.59, -0.33, -2.16], [-0.99, 0.26, -1.40], [-1.30, 0.93, 1.38]]
}

---

Here are the calculated energy relative to the best compared isomer or geometry (same formula, charge and spin) numbers, same order: 434.5, 0.0, 465.1, 331.3 (kJ/mol).